No. 1
81
Properties=species:S:1:pos:R:3 method="wB97M-V/def2-TZVPD" e_tot_ha=-6176.549250 lumo_energy_ev="2.52 / 2.52" spin_multiplicity=3 total_charge=-1 e_above_lowest_ev=4.315
Mo -0.06 0.13 0.11
C -3.28 -2.61 3.28
C -2.73 -1.69 2.21
S -1.01 -1.58 2.08
C -3.51 -1.01 1.35
C -5.01 -1.07 1.32
S -2.71 0.03 0.17
H -2.47 -3.07 3.84
H -3.88 -3.42 2.84
H -3.91 -2.07 3.98
H -5.38 -1.75 2.09
H -5.39 -1.44 0.36
H -5.45 -0.09 1.49
F 3.75 2.42 3.88
C 3.53 1.75 2.75
F 3.48 2.62 1.74
F 4.54 0.91 2.54
S 1.96 0.78 2.90
O 1.80 0.26 1.52
O 2.29 -0.08 3.97
N 0.96 1.90 3.42
S -0.24 2.49 2.57
O -1.14 3.20 3.42
O -0.89 1.67 1.56
C 0.60 3.83 1.61
F 1.20 3.34 0.53
F 1.51 4.45 2.36
F -0.30 4.74 1.22
C 2.88 -4.52 -2.44
N 2.62 -3.97 -1.12
C 3.13 -4.53 -0.02
C 2.86 -4.01 1.18
C 2.00 -2.85 1.26
N 1.51 -2.23 0.16
C 1.79 -2.82 -1.06
O 1.41 -2.41 -2.14
N 1.75 -2.42 2.50
H 3.56 -5.37 -2.35
H 3.31 -3.76 -3.09
H 1.95 -4.86 -2.90
H 3.74 -5.41 -0.15
H 3.23 -4.45 2.09
H 2.52 -2.47 3.15
H 1.30 -1.53 2.58
C 0.12 3.67 -2.16
As -1.04 2.11 -1.92
C -0.67 1.44 -3.72
C -2.79 3.01 -2.12
C -2.91 3.98 -3.26
C -2.97 5.35 -3.01
C -3.08 6.26 -4.05
C -3.16 5.82 -5.36
C -3.13 4.46 -5.62
C -3.01 3.55 -4.58
H -0.12 4.17 -3.10
H 1.15 3.33 -2.17
H -0.01 4.38 -1.34
H -0.65 2.26 -4.43
H -1.38 0.69 -4.05
H 0.32 0.98 -3.68
H -2.92 3.53 -1.17
H -3.57 2.25 -2.18
H -2.91 5.71 -1.99
H -3.12 7.32 -3.83
H -3.25 6.53 -6.17
H -3.19 4.10 -6.64
H -3.00 2.49 -4.80
C -3.00 -3.05 -1.36
C -3.49 -1.68 -1.76
C -2.20 -1.07 -2.29
O -1.05 -1.67 -1.60
C -1.59 -2.80 -0.86
H -2.96 -3.68 -2.26
H -3.62 -3.56 -0.62
H -3.92 -1.13 -0.82
H -4.32 -1.70 -2.48
H -2.13 0.00 -2.20
H -2.15 -1.40 -3.34
H -1.53 -2.57 0.19
H -0.96 -3.68 -1.07
O 1.16 0.20 -1.04

No. 2
68
Properties=species:S:1:pos:R:3 method="wB97M-V/def2-TZVPD" e_tot_ha=-4107.991553 lumo_energy_ev=-4.14 spin_multiplicity=1 total_charge=+1
O 4.79 2.07 2.16
C 4.29 2.91 1.51
F 4.27 2.85 0.17
C 3.57 4.13 2.07
N 2.14 3.76 2.16
C 1.73 3.11 3.26
C 0.41 2.72 3.34
C -0.47 3.02 2.31
C -1.94 2.63 2.40
O -2.47 2.64 3.48
O -2.51 2.35 1.26
Br -1.68 0.69 0.40
C 0.00 3.69 1.18
C 1.32 4.04 1.13
H 3.95 4.34 3.07
H 3.67 4.99 1.41
H 2.44 2.89 4.06
H 0.07 2.18 4.21
H -0.64 3.94 0.35
H 1.77 4.54 0.28
C -0.49 -4.17 -1.31
C 0.78 -3.48 -1.79
C 1.36 -2.51 -0.76
C 0.40 -1.45 -0.46
N -0.35 -0.62 -0.23
H -1.29 -3.45 -1.14
H -0.84 -4.87 -2.07
H -0.32 -4.73 -0.39
H 0.58 -2.95 -2.72
H 1.54 -4.24 -2.02
H 2.28 -2.05 -1.13
H 1.60 -3.03 0.17
C 0.78 1.45 9.08
C 0.08 0.65 7.99
C 1.06 -0.02 7.01
C 1.88 0.99 6.33
N 2.52 1.78 5.79
H 1.36 2.28 8.66
H 0.05 1.88 9.76
H 1.46 0.82 9.66
H -0.60 1.30 7.44
H -0.53 -0.13 8.45
H 0.52 -0.59 6.26
H 1.73 -0.70 7.54
C 2.10 -2.47 -6.69
C 0.65 -2.75 -7.07
C -0.20 -3.18 -5.87
C 0.32 -4.42 -5.29
N 0.74 -5.39 -4.82
H 2.59 -3.36 -6.31
H 2.66 -2.13 -7.56
H 2.16 -1.69 -5.92
H 0.62 -3.52 -7.84
H 0.21 -1.84 -7.50
H -1.23 -3.36 -6.18
H -0.21 -2.41 -5.11
C -5.08 0.76 -4.65
C -5.05 0.02 -3.32
C -3.67 0.03 -2.66
C -2.68 -0.62 -3.53
N -1.95 -1.13 -4.26
H -4.41 0.29 -5.38
H -6.08 0.75 -5.08
H -4.77 1.80 -4.53
H -5.37 -1.02 -3.48
H -5.77 0.47 -2.64
H -3.71 -0.50 -1.71
H -3.35 1.05 -2.46

No. 3
65
Properties=species:S:1:pos:R:3 method="wB97M-V/def2-TZVPD" e_tot_ha=-1918.562600 lumo_energy_ev=-5.55 spin_multiplicity=1 total_charge=+1
C 1.40 4.27 3.12
Si 2.30 2.71 2.65
C 4.04 3.02 1.99
C 2.29 1.41 4.01
O 1.71 2.09 1.16
N 0.63 1.21 1.04
O -0.07 1.25 2.32
Si -1.61 2.03 2.15
C -1.80 2.92 3.78
C -1.49 3.23 0.74
C -2.88 0.74 1.81
C 1.08 -0.13 0.87
C 2.48 -0.42 1.17
C 0.31 -1.04 0.15
H 2.14 5.04 3.35
H 0.76 4.66 2.32
H 0.81 4.13 4.02
H 4.69 3.42 2.78
H 4.49 2.10 1.60
H 4.00 3.75 1.15
H 2.94 1.83 4.81
H 1.28 1.25 4.42
H 2.73 0.45 3.70
H -2.79 3.41 3.79
H -1.77 2.23 4.63
H -1.05 3.69 3.96
H -2.51 3.44 0.38
H -1.03 4.18 1.03
H -0.91 2.79 -0.07
H -3.84 1.26 1.73
H -2.69 0.19 0.88
H -2.94 0.01 2.63
H 2.61 -0.87 2.16
H 2.91 -1.14 0.47
H 3.06 0.50 1.14
H 0.64 -2.09 0.24
H -0.73 -0.78 -0.03
F 3.14 -3.69 -5.16
C 3.01 -2.64 -4.27
C 4.12 -1.85 -3.99
C 3.98 -0.83 -3.03
C 2.77 -0.62 -2.38
C 1.64 -1.43 -2.68
C 0.35 -1.18 -2.02
C -0.80 -1.97 -2.40
C -2.11 -1.64 -2.18
C -3.23 -2.55 -2.32
C -3.17 -3.71 -3.14
C -4.30 -4.53 -3.25
F -4.27 -5.58 -4.13
C -5.49 -4.28 -2.56
C -5.51 -3.20 -1.68
C -4.41 -2.34 -1.56
C 1.78 -2.46 -3.65
H 5.06 -2.03 -4.49
H 4.84 -0.19 -2.80
H 2.68 0.17 -1.63
H 0.18 -0.09 -1.82
H -0.66 -2.96 -2.82
H -2.32 -0.62 -1.85
H -2.27 -3.94 -3.73
H -6.33 -4.97 -2.65
H -6.41 -3.00 -1.10
H -4.42 -1.51 -0.84
H 0.95 -3.11 -3.91